ORCA calculation (ωB97M-V/def2-TZVPD) on C4H4ClN in the gas phase at a distorted geometry.

Each atom is followed by the atoms it is bonded to, with distances in Å.
Cartesian coordinates (Å):
1 C 0.351 1.844 0.011  C2 1.516, H5 1.113, H6 1.054, H7 1.049
2 C 0.623 0.352 -0.005  C1 1.516, C3 1.394, C4 1.448
3 C -0.395 -0.600 -0.021  C2 1.394, H8 1.157, Cl10 1.730
4 C 1.932 -0.262 -0.081  C2 1.448, N9 1.160
5 H -0.099 2.183 0.971  C1 1.113
6 H 1.282 2.320 -0.114  C1 1.054
7 H -0.332 2.254 -0.671  C1 1.049
8 H -0.021 -1.645 0.305  C3 1.157
9 N 2.853 -0.959 0.031  C4 1.160
10 Cl -2.110 -0.377 -0.008  C3 1.730

**Frontier orbital gap**: 9.8 eV
**Structure (SMILES)**: C/C(C#N)=C\Cl
**Highest occupied orbital energy**: -9.76 eV
**Electronic energy**: -669.7138 Ha

ORCA calculation (ωB97M-V/def2-TZVPD) on C5H11N in the gas phase at a distorted geometry.

Each atom is followed by the atoms it is bonded to, with distances in Å.
Cartesian coordinates (Å):
1 C -0.793 1.806 0.044  C2 1.464, H6 1.101, H7 1.110, H8 1.143
2 C -0.474 0.468 -0.459  C1 1.464, C3 1.629, H9 1.068, N17 1.519
3 C 0.479 0.374 -1.776  C2 1.629, H10 1.095, H11 1.198, H12 1.074
4 C 0.535 -1.619 0.394  C5 1.506, H13 1.117, H14 1.127, N17 1.424
5 C -0.175 -0.971 1.553  C4 1.506, H15 1.068, H16 1.140, N17 1.452
6 H 0.154 2.251 0.388  C1 1.101
7 H -1.613 1.732 0.788  C1 1.110
8 H -1.110 2.399 -0.880  C1 1.143
9 H -1.315 -0.176 -0.601  C2 1.068
10 H 0.209 0.914 -2.690  C3 1.095
11 H 1.549 0.611 -1.293  C3 1.198
12 H 0.750 -0.651 -1.945  C3 1.074
13 H -0.146 -2.100 -0.349  C4 1.117
14 H 1.603 -1.973 0.351  C4 1.127
15 H -1.243 -0.940 1.547  C5 1.068
16 H 0.351 -1.009 2.563  C5 1.140
17 N 0.483 -0.201 0.513  C2 1.519, C4 1.424, C5 1.452

**Frontier orbital gap**: 10.5 eV
**Structure (SMILES)**: CC(C)N1CC1
**Highest occupied orbital energy**: -9.28 eV
**Electronic energy**: -251.7772 Ha

ORCA calculation (ωB97M-V/def2-TZVPD) on C4H7N3 in the gas phase.

Each atom is followed by the atoms it is bonded to, with distances in Å.
Cartesian coordinates (Å):
1 C -2.152 0.294 -0.547  C2 1.523, H8 1.092, H9 1.095, H10 1.094
2 C -1.200 -0.283 0.492  C1 1.523, N3 1.457, H11 1.095, H12 1.092
3 N -0.156 0.666 0.857  C2 1.457, C4 1.311, H13 1.008
4 C 1.089 0.562 0.457  N3 1.311, C6 1.217
5 N 3.816 -1.042 -0.682  N7 1.250, H14 1.044
6 C 2.199 0.352 0.006  C4 1.217, N7 1.329
7 N 3.481 0.047 -0.168  N5 1.250, C6 1.329
8 H -1.630 0.459 -1.491  C1 1.092
9 H -2.552 1.258 -0.215  C1 1.095
10 H -3.006 -0.360 -0.747  C1 1.094
11 H -0.723 -1.210 0.157  C2 1.095
12 H -1.748 -0.539 1.401  C2 1.092
13 H -0.427 1.438 1.446  N3 1.008
14 H 3.010 -1.643 -0.965  N5 1.044

**Frontier orbital gap**: 9.3 eV
**Structure (SMILES)**: [H]/N=N\C#CNCC
**Highest occupied orbital energy**: -8.60 eV
**Electronic energy**: -320.7459 Ha

ORCA calculation (ωB97M-V/def2-TZVPD) on 3 unconnected molecules or ions with the total composition C3H9N3O2 at a distorted geometry.

Each atom is followed by the atoms it is bonded to, with distances in Å.
Cartesian coordinates (Å):
1 C 2.540 -0.069 -0.269  C3 1.449, H9 1.053, H10 1.045, H11 1.077
2 C 0.207 -0.570 0.568  C3 1.497, H12 1.028, H13 1.169, H14 1.143
3 C 1.152 0.332 -0.164  C1 1.449, C2 1.497, N4 1.234
4 N 0.736 1.341 -0.741  C3 1.234, H16 0.979
5 N -2.791 2.854 -0.670  N6 1.301, O7 1.257, H17 1.056
6 N -2.064 1.788 -0.843  N5 1.301, O8 1.303
7 O -2.457 4.003 -1.053  N5 1.257
8 O -2.496 0.639 -0.405  N6 1.303
9 H 2.553 -1.064 0.076  C1 1.053
10 H 3.121 -0.002 -1.136  C1 1.045
11 H 3.195 0.503 0.368  C1 1.077
12 H -0.760 -0.533 0.221  C2 1.028
13 H 0.103 -0.081 1.624  C2 1.169
14 H 0.474 -1.681 0.588  C2 1.143
15 H 0.463 -11.733 2.762  no bonds
16 H -0.233 1.474 -0.710  N4 0.979
17 H -3.743 2.801 -0.217  N5 1.056

**Total charge**: -2
**Frontier orbital gap**: 3.3 eV
**Highest occupied orbital energy**: 1.64 eV
**Electronic energy**: -434.1845 Ha

> The lowest highest occupied orbital energy belongs to which entry?

C4H4ClN